(1)
# C4H7NO2

An isolated molecule of C4H7NO2 (ωB97M-V/def2-TZVPD, the Open Molecules 2025 dataset).

Structure (XYZ):
```
14
Properties=species:S:1:pos:R:3
N -1.819 -1.047 1.284
C -0.576 -0.653 0.891
O 0.415 -1.302 1.178
C -0.468 0.638 0.091
C 0.975 0.844 -0.296
C 1.551 0.087 -1.399
O 1.190 1.454 -1.565
H -1.874 -1.929 1.771
H -2.670 -0.582 1.016
H -0.845 1.486 0.679
H -1.065 0.601 -0.828
H 1.635 1.158 0.514
H 0.931 -0.644 -1.920
H 2.620 -0.113 -1.417
```

Calculated values
- relative energy (zero: lowest compared OMol25 entry of this formula, charge and spin) (kJ/mol) = 135.7
- molar mass (g mol⁻¹) = 101.10

(2)
# C4H6N2

An isolated molecule of C4H6N2 in a non-equilibrium geometry (ωB97M-V/def2-TZVPD, the Open Molecules 2025 dataset).

Structure (XYZ):
```
12
Properties=species:S:1:pos:R:3
C 0.125 0.237 -0.816
C -0.693 -0.005 0.236
C 3.205 -0.608 0.572
C -2.175 0.123 0.131
N 1.513 0.157 -0.933
N 2.402 -0.008 -0.099
H -0.504 0.470 -1.716
H 4.006 -0.397 1.067
H -0.288 -0.348 1.196
H -2.582 -0.755 0.668
H -2.390 0.173 -0.911
H -2.618 0.962 0.605
```

Calculated values
- relative energy (zero: lowest compared OMol25 entry of this formula, charge and spin) (kJ/mol) = 460.2
- molar mass (g mol⁻¹) = 82.11

(3)
# C43H67GaN9O6P2

A structure of composition C43H67GaN9O6P2 in a non-equilibrium geometry (ωB97M-V/def2-TZVPD, the Open Molecules 2025 dataset).

Structure (XYZ):
```
128
Properties=species:S:1:pos:R:3
Ga -0.517 -0.225 -0.278
C 4.576 2.760 1.121
C 3.717 1.767 1.878
C 4.511 0.573 2.374
O 2.586 1.301 1.078
P 2.564 0.853 -0.416
O 1.437 -0.129 -0.572
C 2.278 2.302 -1.496
P 0.518 2.378 -2.027
O -0.387 1.579 -1.120
O 0.020 3.848 -2.138
C 0.126 5.060 -1.351
C 0.056 4.791 0.141
C 1.371 5.844 -1.735
O 0.364 1.764 -3.440
C 0.854 2.180 -4.756
C 1.181 3.657 -4.832
C 2.035 1.307 -5.152
O 3.942 0.186 -0.712
C 4.487 -0.182 -2.017
C 5.526 0.852 -2.418
C 5.118 -1.557 -1.877
H 5.422 3.052 1.738
H 4.017 3.660 0.877
H 4.964 2.306 0.213
H 3.226 2.266 2.723
H 4.973 0.058 1.537
H 3.867 -0.120 2.909
H 5.289 0.914 3.051
H 2.890 2.211 -2.390
H 2.565 3.210 -0.972
H -0.759 5.621 -1.667
H 0.956 4.284 0.489
H -0.819 4.192 0.379
H -0.025 5.741 0.665
H 2.282 5.356 -1.395
H 1.320 6.826 -1.272
H 1.420 5.982 -2.811
H 0.009 1.958 -5.416
H 1.998 3.915 -4.160
H 0.309 4.255 -4.583
H 1.484 3.900 -5.847
H 2.939 1.573 -4.607
H 2.231 1.448 -6.212
H 1.807 0.258 -4.984
H 3.657 -0.208 -2.733
H 6.341 0.859 -1.698
H 5.106 1.855 -2.472
H 5.935 0.590 -3.390
H 5.901 -1.532 -1.125
H 5.562 -1.849 -2.824
H 4.379 -2.298 -1.589
C -2.950 2.298 0.718
N -3.347 0.949 1.086
C -4.060 0.877 2.349
C -3.543 0.028 0.094
N -2.482 -0.315 -0.647
C -2.721 -0.758 -1.979
C -3.647 -0.069 -2.733
C -4.008 -0.498 -4.013
C -3.428 -1.616 -4.538
C -2.413 -2.300 -3.835
C -1.784 -3.411 -4.435
C -0.766 -4.060 -3.797
C -0.362 -3.639 -2.526
C -0.979 -2.588 -1.877
N -0.483 -2.211 -0.594
C -0.076 -3.195 0.232
N -0.758 -4.346 0.355
C -0.118 -5.623 0.620
C -2.143 -4.471 -0.025
N 0.988 -2.976 1.050
C 1.070 -3.568 2.372
C 2.286 -2.648 0.493
C -2.023 -1.869 -2.530
N -4.745 -0.557 -0.023
C -5.985 0.155 0.233
C -4.974 -1.865 -0.595
H -3.829 2.906 0.469
H -2.292 2.255 -0.146
H -2.443 2.766 1.561
H -3.372 1.198 3.135
H -4.366 -0.146 2.548
H -4.935 1.529 2.398
H -4.108 0.817 -2.321
H -4.759 0.047 -4.562
H -3.723 -1.982 -5.509
H -2.113 -3.728 -5.410
H -0.261 -4.888 -4.270
H 0.473 -4.136 -2.054
H 0.963 -5.541 0.606
H -0.411 -6.318 -0.168
H -0.439 -6.038 1.577
H -2.641 -3.513 0.104
H -2.617 -5.206 0.624
H -2.250 -4.798 -1.062
H 1.712 -4.450 2.403
H 0.084 -3.842 2.739
H 1.504 -2.825 3.044
H 2.163 -2.328 -0.537
H 2.939 -3.527 0.526
H 2.756 -1.848 1.064
H -5.818 1.222 0.329
H -6.489 -0.222 1.124
H -6.652 -0.005 -0.616
H -4.043 -2.411 -0.691
H -5.438 -1.793 -1.581
H -5.649 -2.414 0.062
N -1.699 -1.678 10.226
C -1.507 -1.398 9.135
C -1.263 -1.024 7.787
C -2.175 -1.356 6.784
C -1.922 -0.978 5.480
C -0.769 -0.257 5.183
C 0.138 0.087 6.181
C -0.106 -0.304 7.482
N -0.544 0.180 3.854
C -0.131 1.432 3.501
C -0.077 1.458 2.142
N -0.446 0.236 1.665
C -0.726 -0.512 2.725
H -3.084 -1.882 7.033
H -2.627 -1.213 4.695
H 1.031 0.644 5.943
H 0.580 -0.041 8.272
H 0.061 2.198 4.225
H 0.198 2.253 1.482
H -1.038 -1.537 2.681
```

Calculated values
- total charge = +3
- relative energy (zero: lowest compared OMol25 entry of this formula, charge and spin) (kJ/mol) = 49.5
- molar mass (g mol⁻¹) = 937.74

(4)
# C4H9O2

The ion C4H9O2 with charge -1 in a non-equilibrium geometry (ωB97M-V/def2-TZVPD, the Open Molecules 2025 dataset).

Structure (XYZ):
```
15
Properties=species:S:1:pos:R:3
C 0.484 1.190 -1.162
O -0.598 1.955 -1.211
C 0.032 -0.417 -1.156
C 0.181 -0.993 0.248
C -0.816 -0.365 1.209
O -0.182 0.137 2.418
H 1.163 1.370 -0.296
H 1.083 1.171 -2.113
H 0.646 -0.947 -1.883
H -1.014 -0.208 -1.365
H 1.192 -0.849 0.645
H 0.107 -2.092 0.213
H -1.295 0.516 0.783
H -1.602 -1.038 1.555
H 0.619 0.572 2.115
```

Calculated values
- total charge = -1
- relative energy (zero: lowest compared OMol25 entry of this formula, charge and spin) (kJ/mol) = 268.4
- molar mass (g mol⁻¹) = 89.11

(5)
# C3H14O4

A cluster of 4 separate species, C3H14O4 in total in a non-equilibrium geometry (ωB97M-V/def2-TZVPD, the Open Molecules 2025 dataset).

Structure (XYZ):
```
21
Properties=species:S:1:pos:R:3
O -1.754 -2.210 -1.901
H -2.424 -1.606 -1.580
H -0.928 -1.745 -1.767
O 1.222 -1.265 -3.491
H 1.304 -1.701 -4.339
H 1.789 -1.769 -2.907
O -0.096 -0.610 -1.618
H 0.452 0.174 -1.602
H 0.290 -1.159 -2.300
C 0.017 -0.233 0.987
C 0.382 1.140 1.644
C -0.758 1.838 2.300
O 1.559 0.956 2.535
H -0.409 0.137 0.055
H -0.748 -0.787 1.532
H 0.926 -0.791 0.762
H 0.779 1.815 0.885
H -1.617 1.915 1.633
H -0.472 2.812 2.698
H -1.099 1.454 3.261
H 1.585 1.635 3.213
```

Calculated values
- relative energy (zero: lowest compared OMol25 entry of this formula, charge and spin) (kJ/mol) = 244.2
- molar mass (g mol⁻¹) = 114.14

(6)
# C5H14N2O

A cluster of 2 separate species, C5H14N2O in total in a non-equilibrium geometry (ωB97M-V/def2-TZVPD, the Open Molecules 2025 dataset).

Structure (XYZ):
```
22
Properties=species:S:1:pos:R:3
C 1.639 -0.245 0.636
C -0.693 -1.215 -1.099
C -0.221 0.125 -0.585
N 2.609 0.380 -0.195
N 1.722 -1.661 0.819
O 0.086 1.032 -1.353
H 1.690 0.244 1.612
H 2.933 -0.205 -0.958
H 2.236 1.226 -0.621
H 1.720 -2.151 -0.068
H 2.571 -1.924 1.310
H 0.048 -1.607 -1.799
H -0.869 -1.927 -0.294
H -1.620 -1.081 -1.657
C -1.446 0.599 0.779
C -2.249 1.710 0.143
H -2.832 1.347 -0.704
H -2.038 -0.281 1.021
H -0.974 0.937 1.706
H 0.201 0.054 0.675
H -1.577 2.486 -0.229
H -2.937 2.159 0.863
```

Calculated values
- relative energy (zero: lowest compared OMol25 entry of this formula, charge and spin) (kJ/mol) = 468.5
- molar mass (g mol⁻¹) = 118.18

(7)
# C5H10NO

The ion C5H10NO with charge +1 in a non-equilibrium geometry (ωB97M-V/def2-TZVPD, the Open Molecules 2025 dataset).

Structure (XYZ):
```
17
Properties=species:S:1:pos:R:3
C 0.640 1.342 0.105
C 1.430 0.164 -0.255
C -0.100 0.097 -0.447
C -0.652 0.132 -1.846
C -0.351 -0.911 1.906
N -0.859 -0.642 0.434
O -1.898 -1.139 0.114
H 0.495 1.589 1.144
H 0.619 2.197 -0.555
H 1.988 0.157 -1.180
H 1.871 -0.438 0.524
H -0.548 -0.850 -2.312
H -0.127 0.864 -2.453
H -1.714 0.377 -1.841
H 0.611 -1.407 1.875
H -1.104 -1.561 2.347
H -0.300 0.030 2.443
```

Calculated values
- total charge = +1
- relative energy (zero: lowest compared OMol25 entry of this formula, charge and spin) (kJ/mol) = 384.7
- molar mass (g mol⁻¹) = 100.14

(8)
# C5H10AgO5

A structure of composition C5H10AgO5 in a non-equilibrium geometry (ωB97M-V/def2-TZVPD, the Open Molecules 2025 dataset).

Structure (XYZ):
```
21
Properties=species:S:1:pos:R:3
C 0.414 0.700 0.833
C 0.096 2.065 0.281
O 1.052 2.839 -0.415
C 0.750 4.104 -0.738
O -0.437 4.507 -0.673
O 1.707 4.833 -1.099
O -0.426 -0.112 0.067
Ag 0.321 7.041 -1.533
H 0.249 0.619 1.918
H 1.545 1.189 0.785
H -0.696 2.551 0.865
H -0.698 1.512 -0.567
H -0.137 -1.223 -0.010
C 0.405 -3.194 -0.368
C -0.740 -4.092 -0.056
O -1.448 -3.554 1.055
H 0.802 -3.235 -1.384
H 1.146 -3.075 0.428
H -0.378 -5.108 0.192
H -1.407 -4.191 -0.930
H -2.120 -4.177 1.348
```

Calculated values
- relative energy (zero: lowest compared OMol25 entry of this formula, charge and spin) (kJ/mol) = 376.5
- 2S+1 = 2
- expectation value of S² = 0.754
- molar mass (g mol⁻¹) = 258.00